Formula: C5H40N3O13
Source: OMol25
Level of theory: wB97M-V/def2-TZVPD

Total charge: +1
Energy relative to the best compared isomer or geometry (same formula, charge and spin), kJ/mol: 79.9

```
61
Properties=species:S:1:pos:R:3:lowdin_charge:R:1
C 2.380 -1.389 3.687 -0.108
C 3.112 -1.327 2.322 -0.267
C 2.331 -2.137 1.287 -0.214
C 0.969 -1.600 0.897 -0.185
N 1.315 -0.298 0.448 0.105
C 0.908 0.163 -0.803 -0.284
N 0.940 1.495 -1.114 0.166
N 0.412 -0.618 -1.832 0.200
H 2.206 -2.434 3.923 0.070
H 1.537 -0.682 3.680 0.057
H 3.040 -1.008 4.540 0.095
H 4.148 -1.786 2.458 0.123
H 3.355 -0.236 1.971 0.115
H 3.019 -2.241 0.382 0.136
H 2.089 -3.132 1.705 0.118
H 0.262 -1.668 1.628 0.088
H 0.408 -2.186 0.072 0.136
H 1.552 0.330 1.117 0.075
H 1.434 2.267 -0.547 0.115
H 1.101 1.751 -2.111 0.094
H 0.774 -1.556 -1.836 0.083
H 0.194 -0.290 -2.725 0.050
H 0.297 2.182 3.059 -0.086
H 1.545 2.656 3.805 0.080
O 1.176 2.136 3.082 0.000
H -3.990 1.616 -1.526 0.112
H -3.157 0.288 -1.029 0.000
O -3.145 1.134 -1.449 -0.039
H -2.866 -0.459 3.422 0.045
H -3.094 -1.863 2.955 0.168
O -2.794 -0.893 2.563 -0.114
H -1.522 -0.535 -4.273 0.038
H -0.542 -1.340 -5.166 0.006
O -0.828 -1.286 -4.320 -0.044
H 1.947 4.520 0.592 0.105
H 1.111 3.450 1.462 -0.010
O 1.119 3.921 0.627 -0.093
H -3.327 -1.852 -0.394 0.004
H -3.410 -1.059 0.968 -0.018
O -3.528 -1.028 0.025 -0.040
H -0.485 -2.519 -3.093 0.027
H 0.427 -3.852 -2.623 0.030
O -0.314 -3.325 -2.551 -0.038
H 0.042 2.633 -4.380 0.078
H -0.944 1.863 -3.653 -0.022
O -0.044 2.021 -3.641 -0.011
H -1.393 -3.390 -1.198 -0.001
H -2.563 -4.067 -0.506 0.052
O -2.039 -3.268 -0.470 -0.067
H 4.588 2.664 -0.226 0.088
H 5.051 1.723 0.960 0.038
O 4.256 2.140 0.590 -0.109
H -2.646 0.880 -2.958 -0.053
H -3.406 0.393 -4.231 0.078
O -2.583 0.533 -3.802 0.003
H -0.912 0.823 2.351 0.015
H -1.968 1.781 2.122 0.046
O -1.384 1.466 2.872 -0.071
H -2.011 3.560 0.670 0.031
H -1.983 2.281 -0.332 0.036
O -2.169 2.656 0.549 -0.035
```

Formula: C5H41N2O13S
Source: OMol25
Level of theory: wB97M-V/def2-TZVPD

Total charge: +1
Energy relative to the best compared isomer or geometry (same formula, charge and spin), kJ/mol: 515.9

```
62
Properties=species:S:1:pos:R:3:lowdin_charge:R:1
N 1.117 -1.103 -2.332 0.212
C 0.946 -1.202 -0.859 -0.310
C 2.318 -0.804 -0.308 -0.539
S 3.766 -1.876 -0.493 0.751
C 0.064 0.032 -0.443 -0.134
N -1.176 -0.190 -1.240 -0.251
C -2.331 -0.630 -0.416 -0.078
C -1.547 1.017 -2.011 -0.078
H 1.654 -1.904 -2.674 0.136
H 0.172 -1.143 -2.729 0.150
H 1.532 -0.188 -2.521 0.112
H 0.537 -2.116 -0.465 0.115
H 2.629 0.175 -0.684 0.061
H 2.191 -0.520 0.726 0.050
H 3.561 -2.787 0.479 -0.124
H 0.569 0.873 -0.935 0.109
H 0.057 0.301 0.612 0.087
H -3.261 -0.419 -0.906 0.064
H -2.154 -0.104 0.526 0.045
H -2.286 -1.674 -0.069 0.081
H -1.936 1.817 -1.384 0.073
H -2.241 0.671 -2.785 0.094
H -0.676 1.323 -2.596 0.064
H -1.654 -2.773 -2.192 0.008
H -2.548 -3.977 -1.937 0.050
O -1.681 -3.732 -2.272 -0.041
H -0.497 -2.653 1.206 0.015
H -0.893 -3.990 1.889 0.066
O -0.379 -3.184 1.996 -0.033
H 3.933 1.085 -2.974 0.062
H 2.466 1.869 -3.326 0.016
O 2.998 1.226 -2.850 -0.048
H 0.619 2.838 1.596 0.001
H 1.939 2.537 0.915 0.071
O 1.322 2.179 1.561 -0.050
H 1.190 0.437 2.198 0.011
H 0.706 -0.417 3.361 0.066
O 0.796 -0.432 2.400 -0.067
H -3.673 0.216 2.434 0.067
H -2.298 -0.247 3.262 0.042
O -2.729 0.067 2.449 -0.066
H 0.680 3.590 -2.298 0.027
H 0.457 3.806 -3.666 0.067
O 0.992 3.198 -3.135 -0.060
H -4.554 1.278 -1.034 0.055
H -4.916 1.785 0.333 0.062
O -4.152 1.502 -0.187 -0.057
H 2.034 -4.383 -2.124 0.051
H 0.563 -4.472 -2.113 0.047
O 1.279 -3.899 -1.796 -0.059
H 0.384 3.666 3.539 0.018
H -1.234 3.800 3.522 0.011
O -0.387 4.230 3.575 -0.050
H -0.795 -1.807 3.433 -0.006
H -2.040 -2.680 3.608 0.044
O -1.608 -1.895 3.934 -0.052
H -2.370 2.643 1.408 0.057
H -1.674 1.558 2.128 0.038
O -1.535 2.496 1.866 -0.072
H -0.359 4.554 0.026 0.078
H -0.746 3.208 0.334 0.013
O -0.062 3.661 -0.211 -0.068
```

Formula: C5H4AlBeCl9F6MgN3O14P2S3
Source: OMol25
Level of theory: wB97M-V/def2-TZVPD

Total charge: +1

```
49
Properties=species:S:1:pos:R:3:lowdin_charge:R:1
O -0.475 0.720 1.437 0.245
C -1.295 0.300 0.729 -0.463
N -2.170 0.320 -0.277 -0.168
P -3.755 0.120 0.476 0.944
F -4.298 1.586 1.091 -0.376
H -3.675 -0.741 1.637 -0.003
Be -1.002 -1.602 -0.808 0.511
N 3.553 -1.867 -1.726 -0.253
S 2.627 -3.076 -1.432 0.424
O 3.251 -4.295 -0.937 -0.458
O 1.456 -3.264 -2.295 -0.516
F 1.932 -2.552 -0.112 -0.210
S 4.472 -2.116 -3.000 0.502
O 5.547 -1.191 -3.116 -0.217
O 3.816 -2.456 -4.224 -0.226
F 5.252 -3.472 -2.630 -0.214
O 7.827 1.072 -4.617 -0.036
P 7.351 2.015 -3.524 -0.054
O 5.868 2.321 -3.744 -0.084
O 8.156 3.303 -3.590 -0.040
O 7.553 1.366 -2.151 -0.131
Mg 5.084 -4.937 0.384 1.222
C -4.238 -1.290 5.298 0.054
N -5.161 -1.613 4.178 -0.425
O -6.338 -1.697 4.432 0.126
O -4.657 -1.773 3.068 -0.033
H -4.820 -1.178 6.209 0.104
H -3.532 -2.114 5.390 0.102
H -3.730 -0.360 5.048 0.104
Cl -6.445 0.658 -0.172 0.113
C -2.444 -1.667 -4.902 -2.017
Cl -2.799 0.000 -4.415 0.536
Cl -1.897 -1.692 -6.585 0.565
Cl -1.159 -2.325 -3.854 0.414
Cl -3.903 -2.659 -4.735 0.544
Al 0.184 -4.627 -1.499 0.783
C 6.819 -0.739 2.001 -2.023
Cl 6.115 0.324 3.230 0.553
Cl 7.296 -2.281 2.753 0.483
Cl 5.613 -1.049 0.730 0.505
Cl 8.236 0.034 1.288 0.583
C -4.483 5.723 1.201 -0.633
F -4.902 6.743 0.429 0.127
F -4.347 4.657 0.381 0.096
F -3.239 6.045 1.612 0.116
S -5.633 5.387 2.617 0.502
O -6.910 5.059 2.004 -0.218
O -5.665 6.613 3.386 -0.218
O -5.038 4.269 3.337 -0.241
```

In the order shown, the computed orbital gap values come out to 10.77; 9.26; 1.37 eV.
In the order shown, the computed calculated total energy values come out to -1356.66626; -1700.65278; -8485.01113 Ha.
In the order shown, the computed molar mass values come out to 350.4; 369.5; 981.6 g/mol.